6 unconnected molecules or ions with the total composition C24H36O18. Source: OMol25; level of theory: ωB97M-V/def2-TZVPD.

CARTESIAN COORDINATES (ANGSTROEM)
C: 2.44 2.73 5.46
C: 1.54 2.08 4.42
C: 0.09 2.52 4.60
O: -0.22 3.20 3.39
C: 0.84 3.23 2.57
O: 0.87 3.76 1.50
O: 1.92 2.62 3.14
H: 2.26 3.80 5.47
H: 3.49 2.54 5.24
H: 2.21 2.37 6.46
H: 1.62 1.00 4.39
H: -0.14 3.16 5.45
H: -0.54 1.64 4.76
C: 2.31 -2.91 -1.25
C: 3.41 -3.21 -0.25
C: 2.83 -3.57 1.13
O: 3.56 -4.75 1.48
C: 4.06 -5.30 0.38
O: 4.54 -6.39 0.31
O: 4.01 -4.43 -0.66
H: 1.77 -2.00 -1.00
H: 1.61 -3.75 -1.24
H: 2.67 -2.84 -2.28
H: 4.09 -2.35 -0.19
H: 1.76 -3.76 1.04
H: 2.90 -2.75 1.84
C: -3.20 -4.18 1.81
C: -2.69 -3.05 0.95
C: -1.27 -2.50 1.22
O: -0.49 -3.00 0.15
C: -1.28 -3.54 -0.78
O: -0.91 -4.03 -1.79
O: -2.57 -3.61 -0.38
H: -4.17 -4.50 1.43
H: -3.32 -3.87 2.85
H: -2.54 -5.05 1.80
H: -3.31 -2.16 0.86
H: -0.97 -2.90 2.19
H: -1.36 -1.42 1.22
C: 3.75 1.04 -1.02
C: 2.72 1.26 0.02
C: 1.28 1.06 -0.47
O: 0.77 -0.02 0.33
C: 1.62 -0.24 1.34
O: 1.27 -0.83 2.32
O: 2.83 0.29 1.09
H: 3.73 1.56 -1.98
H: 3.83 -0.02 -1.28
H: 4.74 1.20 -0.60
H: 2.89 2.22 0.52
H: 1.24 0.81 -1.53
H: 0.63 1.91 -0.25
C: -2.70 2.09 -4.42
C: -1.35 2.08 -5.08
C: -0.83 3.45 -5.53
O: 0.58 3.35 -5.32
C: 0.80 2.41 -4.39
O: 1.85 2.29 -3.84
O: -0.31 1.74 -4.13
H: -3.51 2.32 -5.11
H: -2.80 2.83 -3.61
H: -2.74 1.13 -3.89
H: -1.34 1.37 -5.91
H: -1.20 4.28 -4.93
H: -1.01 3.65 -6.58
C: -2.29 1.72 0.75
C: -3.48 0.93 0.28
C: -4.46 1.62 -0.72
O: -4.59 0.68 -1.77
C: -3.73 -0.33 -1.62
O: -3.52 -1.21 -2.40
O: -3.04 -0.21 -0.48
H: -1.64 2.00 -0.07
H: -1.72 1.18 1.51
H: -2.66 2.62 1.25
H: -4.05 0.64 1.17
H: -4.02 2.54 -1.11
H: -5.41 1.79 -0.22

## Properties
Multiplicity = 1
DFT total energy = -2290.5275 Eh
Charge = 0
Strongest force on any atom = 2.59 eV/A
LUMO level = 0.089 eV
Energy above the lowest of the compared OMol25 structures with the same formula, charge and spin = 86.9 kJ/mol
HOMO-LUMO gap = 10.44 eV
SMILES = C[C@H]1COC(=O)O1.C[C@H]1COC(=O)O1.C[C@H]1COC(=O)O1.C[C@H]1COC(=O)O1.C[C@H]1COC(=O)O1.C[C@H]1COC(=O)O1
Highest occupied orbital energy = -10.347 eV